(1)
Here is the ion C10H8FN2OS with charge +1 at a distorted geometry from OMol25. Energies are from ωB97M-V/def2-TZVPD.

Geometry as ORCA input:
```
! wB97M-V def2-TZVPD RIJCOSX def2/J DEFGRID3
* xyz 1 1
N 2.4710 0.4454 -0.6336
H -4.1923 1.5668 0.2452
F -0.0650 3.4832 -0.8520
H 5.0755 -1.0325 0.3515
H -3.8573 -0.8336 0.7742
O 4.5416 1.1226 -1.3118
H 4.7417 -1.6376 -1.2834
C 0.1960 2.2394 -0.5910
H -2.2580 2.9566 -0.3389
H -1.6291 -1.8091 0.7425
C 1.8814 -0.5754 -0.1481
C -0.6000 -0.0268 0.1258
C -0.7966 1.3747 -0.2008
H 0.3917 -1.6965 0.4772
C -2.1318 1.9087 -0.1169
C -3.0083 -0.2190 0.5137
S 2.8829 -1.9979 0.1876
C -1.7461 -0.7656 0.4844
N 0.5572 -0.7443 0.1508
C 3.8315 0.2881 -0.8505
H 1.2426 1.9579 -0.7280
C -3.2026 1.1420 0.2125
C 4.3123 -1.1153 -0.4250
*
```

* Kohn-Sham gap: 7.059 eV
* structure (SMILES): O=C1CSC(/[NH+]=C2/C=CC=C/C2=C\F)=N1

(2)
Here is a structure of composition C10H8INS2 at a distorted geometry from OMol25. Energies are from ωB97M-V/def2-TZVPD.

Geometry as ORCA input:
```
! wB97M-V def2-TZVPD RIJCOSX def2/J DEFGRID3
* xyz 0 1
C 0.4426 2.2269 -2.1028
H 1.0232 -3.8075 2.9674
C -1.0801 2.8206 0.0583
H -0.7166 -2.2737 3.7323
H 2.1707 -3.5583 0.7784
C 1.1606 -1.7817 0.2560
C 1.4385 -2.8291 1.0758
N -0.7352 3.9143 0.1137
S -1.7914 1.2571 0.2388
S 0.9736 0.8803 -1.1996
C -0.7180 -1.2294 1.7400
H -1.0708 3.3938 -3.1187
C -0.9035 2.3717 -2.8020
H 1.5646 -1.7656 -0.6862
C 0.0542 -0.9327 0.6111
I 2.0401 3.1690 -2.9920
C 0.6713 -3.0440 2.2707
H -0.7613 1.5950 -3.6049
C -0.4237 -2.2998 2.6278
H -1.5022 -0.5283 2.0905
C -0.1931 0.4004 -0.0111
H -1.6432 2.0208 -2.0435
*
```

* Kohn-Sham gap (alpha / beta): 6.865 / 6.587 eV
* energy relative to the best compared isomer or geometry (same formula, charge and spin): 46.4 kcal/mol